(1)
DFT (the ωB97M-V functional and the def2-TZVPD basis) results for a molecular structure, C6H8InLiO6 at a distorted geometry.

The value obtained for the max |F| is 6.030 eV Å⁻¹. The charge is +2. The multiplicity is 1. The value obtained for the relative energy (zero: lowest compared OMol25 entry of this formula, charge and spin) is 13.06 kJ/mol. The value obtained for the gap between HOMO and LUMO (spin up / spin down) is 9.26 / 5.51 eV. For the LUMO energy (spin up / spin down), the calculation gives -9.7 / -11.0 eV. The highest occupied orbital energy (spin up / spin down) is -18.93 / -16.53 eV.

Last column: Mulliken charge in e.
CARTESIAN COORDINATES (ANGSTROEM)
O -1.3099 0.1710 0.6732  -0.313
C -1.5657 -0.4521 -0.5383  0.772
C -2.1556 1.3396 0.8273  -0.210
O -1.3538 -1.6427 -0.6615  -0.630
O -2.5749 0.1486 -1.1321  -0.263
C -2.8735 1.4135 -0.5168  -0.430
H -1.5350 2.2207 1.0184  0.329
H -2.8192 1.1370 1.6739  0.300
H -2.4664 2.2026 -1.1593  0.324
H -3.9584 1.5093 -0.4258  0.324
In 0.6180 0.0901 1.4474  1.183
O 1.1141 1.5822 0.3210  -0.366
O 2.1245 0.5687 -1.3581  -0.221
C 3.0308 -0.1037 -0.4572  -0.754
C 2.5275 -1.4814 -0.0404  -0.164
O 1.3247 -1.4771 0.6806  -0.689
C 1.1325 1.3730 -0.9304  0.412
H 3.9605 -0.2263 -1.0257  0.378
H 3.2382 0.5220 0.4229  0.455
H 3.3223 -1.9859 0.5358  0.336
H 2.4798 -2.0827 -0.9670  0.314
Li 0.0598 -2.6814 0.1058  0.910

=====

(2)
DFT (the ωB97M-V functional and the def2-TZVPD basis) results for a molecular structure, C6H8LiO3Tm at a distorted geometry.

The value obtained for the max |F| is 3.737 eV Å⁻¹. The charge is +2. The multiplicity is 3. The value obtained for the relative energy (zero: lowest compared OMol25 entry of this formula, charge and spin) is 222.61 kJ/mol. The value obtained for the gap between HOMO and LUMO (spin up / spin down) is 6.85 / 7.01 eV. For the LUMO energy (spin up / spin down), the calculation gives -9.0 / -8.9 eV. Its expectation value of S² is 2.0845. The highest occupied orbital energy (spin up / spin down) is -15.87 / -15.89 eV.

Last column: Mulliken spin population.
CARTESIAN COORDINATES (ANGSTROEM)
C 2.5605 -0.5367 1.2103  0.134
C 2.9210 0.5935 0.4744  -0.034
C 2.1883 0.3860 -0.8414  0.038
C 1.4159 1.5802 -0.3612  -0.112
O 0.1587 1.4537 -0.1636  -0.030
Li -1.5286 1.7727 0.6933  0.000
H 2.0392 -0.4207 2.1657  0.015
H 2.8075 -1.5680 0.9551  0.008
H 3.8933 1.0855 0.5215  0.003
H 1.8342 2.5798 -0.5505  -0.009
H 2.7316 0.5539 -1.7878  -0.017
O -2.1007 0.0222 0.2969  0.007
O 1.4665 -0.7808 -0.5840  0.007
C -3.2219 -0.6004 0.6620  -0.003
C -3.5762 -1.8496 0.3295  0.001
H -3.9232 0.0276 1.2296  0.001
H -4.5520 -2.2302 0.6292  0.000
H -2.9169 -2.5028 -0.2481  0.000
Tm -0.5393 -0.5384 -0.6522  1.992

=====

(3)
DFT (the ωB97M-V functional and the def2-TZVPD basis) results for a gas-phase ion, C6H8N (charge +1) at a distorted geometry.

The value obtained for the max |F| is 2.536 eV Å⁻¹. The charge is +1. The multiplicity is 1. The value obtained for the relative energy (zero: lowest compared OMol25 entry of this formula, charge and spin) is 446.53 kJ/mol. The value obtained for the gap between HOMO and LUMO is 9.02 eV. For the LUMO energy, the calculation gives -5.5 eV. The highest occupied orbital energy is -14.48 eV.

Last column: Mulliken charge in e.
CARTESIAN COORDINATES (ANGSTROEM)
C 0.9832 -1.5447 -0.0852  -0.556
C 2.1741 -0.7441 -0.0781  0.020
C -0.1671 -0.9136 0.1315  0.290
C 1.5704 1.6442 0.0974  -0.249
C -1.3939 -0.5567 0.4648  -0.169
C -2.4878 0.2518 -0.2456  -1.024
N 1.9742 0.4968 -0.1181  0.008
H 1.2174 -2.5554 -0.3010  0.409
H 3.1314 -1.2103 -0.4011  0.364
H 1.2130 2.0389 1.0695  0.308
H 1.5606 2.3007 -0.7415  0.311
H -1.6616 -0.5201 1.5573  0.289
H -2.4093 0.3386 -1.3263  0.357
H -2.2653 1.2325 0.1036  0.300
H -3.4392 -0.2587 -0.1273  0.342

=====

(4)
DFT (the ωB97M-V functional and the def2-TZVPD basis) results for a gas-phase ion, C6H8N (charge +1) at a distorted geometry.

The value obtained for the max |F| is 5.101 eV Å⁻¹. The charge is +1. The multiplicity is 1. The value obtained for the relative energy (zero: lowest compared OMol25 entry of this formula, charge and spin) is 309.63 kJ/mol. The value obtained for the gap between HOMO and LUMO (spin up / spin down) is 7.75 / 7.75 eV. For the LUMO energy (spin up / spin down), the calculation gives -5.6 / -5.6 eV. As for the SMILES: C=[N+]1C=CC=CC1. The highest occupied orbital energy (spin up / spin down) is -13.30 / -13.30 eV.

Last column: Mulliken charge in e.
CARTESIAN COORDINATES (ANGSTROEM)
C 1.8521 0.0160 -0.2021  -0.188
C 1.2401 1.2675 0.0901  -0.280
C -2.1932 0.2457 -0.2701  -0.035
C -0.2750 -1.2072 0.3693  -0.442
C 1.1864 -1.1098 -0.0278  -0.337
C -0.1454 1.2034 0.2505  -0.330
N -0.9652 0.1197 0.1114  0.129
H 2.9810 -0.0242 -0.5117  0.297
H 1.7430 2.2584 0.0977  0.378
H -2.5816 1.3581 -0.4791  0.228
H -2.8120 -0.6021 -0.6374  0.279
H -0.7034 -1.9782 -0.3139  0.380
H -0.3930 -1.5702 1.3906  0.295
H 1.6240 -2.1388 -0.2931  0.298
H -0.5578 2.1617 0.4257  0.328

=====

(5)
DFT (the ωB97M-V functional and the def2-TZVPD basis) results for a gas-phase ion, C6H8N (charge +1) at a distorted geometry.

The value obtained for the max |F| is 4.116 eV Å⁻¹. The charge is +1. The multiplicity is 1. The value obtained for the relative energy (zero: lowest compared OMol25 entry of this formula, charge and spin) is 873.35 kJ/mol. The value obtained for the gap between HOMO and LUMO is 8.61 eV. For the LUMO energy, the calculation gives -4.4 eV. The highest occupied orbital energy is -13.03 eV.

Last column: Mulliken charge in e.
CARTESIAN COORDINATES (ANGSTROEM)
C -2.0120 0.4529 -0.3601  0.657
C -1.0781 1.4696 -0.4042  -0.911
C -3.0430 0.0909 0.6766  -0.283
C -2.9503 -0.6764 -0.3488  -0.385
C -0.5374 0.1307 -0.5110  -0.072
C 1.6580 0.8015 -0.0071  -0.812
N 0.5892 -0.1118 0.4560  -0.134
H -3.2974 0.5334 1.6477  0.438
H -3.5977 -1.1698 -1.0390  0.334
H -0.1379 -0.4862 -1.3283  0.412
H 2.5804 0.7077 0.4042  0.376
H 1.7107 0.5657 -1.0336  0.333
H 1.1688 1.8012 0.2583  0.370
H 0.3227 0.0464 1.4375  0.367
H 0.8848 -1.0252 0.2936  0.310

=====

(6)
DFT (the ωB97M-V functional and the def2-TZVPD basis) results for a molecular structure, C6H8N at a distorted geometry.

The value obtained for the max |F| is 4.529 eV Å⁻¹. The charge is +1. The multiplicity is 1. The value obtained for the relative energy (zero: lowest compared OMol25 entry of this formula, charge and spin) is 792.77 kJ/mol. The value obtained for the gap between HOMO and LUMO is 9.36 eV. For the LUMO energy, the calculation gives -4.9 eV. The highest occupied orbital energy is -14.22 eV.

Last column: Mulliken charge in e.
CARTESIAN COORDINATES (ANGSTROEM)
C -0.6344 0.7447 -1.5291  -0.315
C 0.4539 1.0720 -0.8341  -0.101
C 0.7080 1.7912 0.3563  -0.149
C -0.1582 -1.7415 -0.0588  -0.477
C 0.4893 -0.8771 0.9332  -0.429
C -1.1525 -0.0478 -0.4336  -0.235
N 0.0432 0.4179 0.4669  0.245
H -0.7439 0.7207 -2.6590  0.343
H 1.7343 1.7599 0.9343  0.264
H 0.1627 2.7998 0.4965  0.257
H 0.3806 -2.0908 -1.0082  0.276
H -0.8581 -2.6348 0.1031  0.306
H 0.0806 -0.9091 2.0449  0.288
H 1.5062 -1.0168 1.0050  0.361
H -2.0118 0.0117 0.1824  0.367

=====

(7)
DFT (the ωB97M-V functional and the def2-TZVPD basis) results for a molecular structure, C6H8N at a distorted geometry.

The value obtained for the max |F| is 5.530 eV Å⁻¹. The charge is +1. The multiplicity is 1. The value obtained for the relative energy (zero: lowest compared OMol25 entry of this formula, charge and spin) is 571.16 kJ/mol. The value obtained for the gap between HOMO and LUMO (spin up / spin down) is 8.17 / 8.17 eV. For the LUMO energy (spin up / spin down), the calculation gives -6.7 / -6.7 eV. The highest occupied orbital energy (spin up / spin down) is -14.83 / -14.83 eV.

Last column: Mulliken charge in e.
CARTESIAN COORDINATES (ANGSTROEM)
C 0.5484 -1.1866 0.4055  -0.270
C 1.1700 0.0645 -0.0190  0.677
C -0.0112 0.6927 0.0515  -0.067
C -0.7986 -1.1402 0.1790  -0.511
C 2.6173 0.4247 -0.0961  -1.101
C -2.5749 0.4951 -0.0905  -0.826
N -1.1809 0.0899 -0.3013  0.110
H 1.1277 -1.9385 0.8625  0.452
H -1.5091 -1.8170 0.4095  0.486
H 3.0722 -0.5684 -0.3449  0.349
H 3.0527 0.6826 0.9514  0.301
H 2.7715 1.1379 -0.8528  0.353
H -2.7243 1.4020 -0.7762  0.305
H -2.5230 0.9447 0.9186  0.353
H -3.0816 -0.3650 -0.3252  0.389

=====

(8)
DFT (the ωB97M-V functional and the def2-TZVPD basis) results for a gas-phase ion, C6H8N (charge +1) at a distorted geometry.

The value obtained for the max |F| is 4.307 eV Å⁻¹. The charge is +1. The multiplicity is 1. The value obtained for the relative energy (zero: lowest compared OMol25 entry of this formula, charge and spin) is 609.37 kJ/mol. The value obtained for the gap between HOMO and LUMO is 8.07 eV. For the LUMO energy, the calculation gives -5.7 eV. The highest occupied orbital energy is -13.77 eV.

Last column: Mulliken charge in e.
CARTESIAN COORDINATES (ANGSTROEM)
C -1.1080 1.5041 1.2445  -0.287
C -0.1359 1.6145 0.2337  -0.289
C 1.6257 0.1691 -0.7219  -0.310
C 0.4579 0.0928 -1.5881  -0.502
C -0.6140 -0.7263 0.6125  -0.490
C -1.4584 0.1835 1.4153  -0.345
N 0.2681 0.2667 -0.1072  0.287
H -1.5158 2.4487 1.5421  0.454
H 2.1804 -0.7355 -0.3464  0.268
H 2.0323 1.0850 -0.6453  0.329
H 0.2294 0.8476 -2.2176  0.311
H 0.3666 -0.8404 -2.0195  0.344
H 0.1399 -1.3873 1.0879  0.332
H -1.1081 -1.1827 -0.1597  0.357
H -2.2107 -0.1747 1.9557  0.540

=====

(9)
DFT (the ωB97M-V functional and the def2-TZVPD basis) results for a molecular structure, C6H8N at a distorted geometry.

The value obtained for the max |F| is 4.353 eV Å⁻¹. The charge is +1. The multiplicity is 1. The value obtained for the relative energy (zero: lowest compared OMol25 entry of this formula, charge and spin) is 473.79 kJ/mol. The value obtained for the gap between HOMO and LUMO is 10.59 eV. For the LUMO energy, the calculation gives -3.4 eV. The highest occupied orbital energy is -14.02 eV.

Last column: Mulliken charge in e.
CARTESIAN COORDINATES (ANGSTROEM)
C 1.4538 1.0693 0.2984  -0.284
C 1.8798 -0.1574 -0.0408  -0.578
C -1.6095 0.8977 -0.4633  -0.634
C -0.4497 -1.2587 0.2599  -0.740
C -1.0287 0.0882 0.6514  0.163
C 0.1110 0.7492 -0.1691  0.116
N 0.6045 -0.6036 -0.5962  0.102
H 1.8811 1.9258 0.7772  0.436
H 2.7781 -0.7368 0.0073  0.466
H -1.9120 0.4594 -1.3981  0.233
H -1.9832 1.8734 -0.2111  0.320
H 0.0017 -1.7958 1.0928  0.304
H -1.0909 -1.9210 -0.3169  0.366
H -1.2650 0.3190 1.6779  0.388
H 0.6289 -0.9087 -1.5694  0.342

=====

(10)
DFT (the ωB97M-V functional and the def2-TZVPD basis) results for a gas-phase ion, C6H8N (charge +1) at a distorted geometry.

The value obtained for the max |F| is 5.989 eV Å⁻¹. The charge is +1. The multiplicity is 1. The value obtained for the relative energy (zero: lowest compared OMol25 entry of this formula, charge and spin) is 736.10 kJ/mol. The value obtained for the gap between HOMO and LUMO is 8.58 eV. For the LUMO energy, the calculation gives -4.6 eV. As for the SMILES: C=C1C2=C([NH3+])C[C@H]12. The highest occupied orbital energy is -13.14 eV.

Last column: Mulliken charge in e.
CARTESIAN COORDINATES (ANGSTROEM)
C -0.9890 0.9549 0.5091  0.450
C -0.4479 -0.2971 0.5622  -0.323
C -1.3642 2.1004 1.1147  -0.700
C 0.0730 -0.3834 -1.5271  -0.537
C -1.1245 0.2858 -0.7568  -0.224
C 0.5971 -0.7703 -0.1599  0.021
N 1.8866 -1.3624 0.4610  -0.346
H -1.8170 3.0218 0.7672  0.330
H -1.3653 1.8887 2.1798  0.236
H -0.4223 -1.1298 -2.2104  0.238
H 0.6475 0.1520 -2.2469  0.348
H -2.2525 0.1070 -0.8744  0.304
H 2.3995 -2.3319 0.2494  0.411
H 1.5514 -1.5005 1.4437  0.433
H 2.6278 -0.7350 0.4886  0.360